64
Properties=species:S:1:pos:R:3:forces:R:3:mulliken_spin:R:1 method="wB97M-V/def2-TZVPD" s2=12.0104 e_homo_ev="-6.3 / -6.3" multiplicity=7
O 0.8015 -0.6714 -2.9731 1.6 -0.8 1.5 0.00
C -0.2864 0.0578 -2.9526 -0.1 0.1 -0.3 0.00
C 0.0057 1.5126 -3.3579 -0.4 -0.6 0.5 0.00
C 0.3849 2.4315 -2.3924 0.1 0.5 0.0 0.00
H 0.4130 2.1199 -1.3444 0.2 0.2 -0.4 0.00
C 0.6416 3.7605 -2.7424 0.0 -0.4 0.0 0.00
H 0.9347 4.4505 -1.9510 -0.1 0.1 -0.3 0.00
C 0.4944 4.1657 -4.0728 0.1 -0.2 0.0 0.00
H 0.6809 5.2056 -4.3453 -0.1 -0.3 0.0 0.00
C 0.1336 3.2251 -5.0477 0.2 -0.1 0.1 0.00
H 0.0183 3.5279 -6.0885 0.1 0.0 0.2 0.00
C -0.0700 1.8861 -4.6960 -0.1 0.4 0.2 0.00
H -0.3131 1.1134 -5.4308 0.0 0.4 0.1 0.00
H -0.8992 -0.3859 -3.7694 -1.2 0.5 0.1 0.00
C -2.0080 -1.4309 -1.7003 -0.8 -0.2 -0.1 0.00
C -1.3995 -0.0619 -1.7185 0.7 0.8 -1.3 0.00
H -2.8440 -1.4941 -2.4190 0.2 -0.1 0.2 0.00
H -2.4248 -1.6627 -0.7070 0.0 -0.2 -0.3 0.00
H -1.2789 -2.2027 -1.9811 0.0 0.3 0.1 0.00
C -2.0529 1.0277 -1.2465 0.1 0.0 0.2 -0.01
C -3.5235 1.1392 -1.0148 -0.4 -0.5 0.8 0.00
H -1.5339 1.9678 -1.0516 0.0 -0.2 -0.8 0.00
H -4.0130 1.6608 -1.8544 0.3 -0.2 0.1 0.00
H -3.7230 1.7060 -0.1000 -0.2 0.0 -0.2 0.00
H -3.9824 0.1518 -0.8886 -0.1 0.2 -0.1 0.00
Eu -0.6584 -0.0012 1.1853 1.1 0.4 -1.1 6.05
Cl -3.0893 0.1939 2.2560 0.5 -0.1 -0.1 -0.01
C -0.6429 0.6610 4.0906 0.0 -0.3 0.1 0.00
O 0.2514 0.0899 3.4116 -0.8 0.2 0.2 0.00
N -1.0859 0.2364 5.2666 0.3 0.0 -0.1 0.00
C -0.5773 -0.9761 5.8920 0.0 0.0 0.1 0.00
C -2.1156 0.9773 5.9756 0.0 0.2 -0.1 0.00
H -1.1698 1.5438 3.6903 0.3 -0.1 0.4 0.00
H 0.0805 -1.4998 5.1951 -0.1 0.1 0.2 0.00
H -1.4261 -1.6139 6.1617 0.1 0.1 -0.1 0.00
H -0.0439 -0.7177 6.8158 0.0 -0.1 -0.2 0.00
H -2.5155 1.7081 5.2688 -0.2 0.0 0.3 0.00
H -1.7032 1.4823 6.8595 0.0 -0.1 -0.2 0.00
H -2.9146 0.3049 6.3050 0.1 0.1 -0.2 0.00
H 4.7639 1.8437 -1.1136 -0.3 0.0 0.0 0.00
H 4.0396 2.2629 1.2887 -0.1 -0.2 0.0 0.00
C 3.6789 1.8056 -1.2944 0.1 -0.1 -0.2 0.00
C 3.0278 1.8774 1.1195 -0.1 0.2 -0.1 0.00
N 3.0005 1.1847 -0.1658 -0.3 -0.7 0.2 0.00
H 3.4705 1.2060 -2.1891 0.0 0.3 0.1 0.00
C 2.3712 0.0117 -0.3009 0.4 0.7 -0.1 0.00
O 1.7243 -0.5311 0.6287 -0.5 0.3 -0.1 -0.01
H 2.7385 1.1849 1.9136 0.1 0.1 -0.2 0.00
H 2.4401 -0.4637 -1.2986 -0.2 0.3 0.2 0.00
H 3.3180 2.8320 -1.4517 0.0 -0.4 0.0 0.00
H 2.3285 2.7222 1.1172 0.1 -0.2 -0.1 0.00
H 0.1659 -5.8500 1.2583 -0.2 0.2 0.0 0.00
H 2.2763 -5.4548 -0.3090 -0.2 0.3 -0.1 0.00
C -0.3794 -5.2408 0.5270 0.2 -0.1 0.0 0.00
C 1.6111 -4.8278 -0.9213 -0.1 0.1 0.0 0.00
N 0.5279 -4.2883 -0.1008 -0.3 0.2 0.1 0.00
H -1.1910 -4.6883 1.0060 0.2 -0.2 -0.1 0.00
C 0.3565 -2.9763 0.0727 0.0 0.0 -0.1 0.00
O -0.4997 -2.4750 0.8469 0.6 0.2 -0.4 -0.01
H 2.1744 -3.9946 -1.3596 -0.1 -0.3 0.1 0.00
H 1.0227 -2.3430 -0.5406 -0.3 -0.2 0.3 0.00
H -0.7746 -5.9232 -0.2344 0.0 0.2 0.1 0.00
H 1.2031 -5.4574 -1.7245 0.1 0.3 0.2 0.00
F 0.0600 1.9939 0.6981 -0.6 -1.1 0.7 -0.01

64
Properties=species:S:1:pos:R:3:forces:R:3:nbo_charge:R:1 method="wB97M-V/def2-TZVPD" e_homo_ev=-5.8
O 0.4647 0.0985 -1.8139 1.1 -0.8 -0.3 -1.01
C -0.3494 0.2570 -2.9406 -0.6 0.4 0.8 0.05
C -0.0984 1.5815 -3.6232 0.2 0.3 -0.1 0.07
C 0.5648 2.6135 -2.9681 0.1 -0.2 0.0 -0.25
H 0.9332 2.4296 -1.9700 -0.2 0.0 0.2 0.24
C 0.7611 3.8406 -3.5851 0.0 0.0 -0.2 -0.21
H 1.2685 4.6372 -3.0541 0.0 0.0 0.0 0.20
C 0.3074 4.0509 -4.8804 0.0 0.0 0.1 -0.24
H 0.4582 5.0074 -5.3648 0.0 0.0 0.0 0.20
C -0.3367 3.0199 -5.5527 0.0 -0.1 0.0 -0.22
H -0.6862 3.1698 -6.5663 0.0 0.0 0.0 0.20
C -0.5378 1.7987 -4.9257 0.1 0.0 0.0 -0.22
H -1.0446 0.9980 -5.4505 -0.1 0.0 0.0 0.21
H -0.1327 -0.5276 -3.6741 0.1 -0.2 -0.1 0.15
C -2.1213 -1.3730 -2.2355 0.2 -0.9 -0.5 -0.67
C -1.7925 0.0615 -2.4944 -0.3 0.5 -3.6 0.00
H -3.1767 -1.6039 -2.3536 -0.1 0.1 0.1 0.21
H -1.8097 -1.6581 -1.2322 -0.4 -0.3 -0.8 0.25
H -1.5634 -2.0154 -2.9213 0.0 -0.1 -0.4 0.18
C -2.6243 1.0917 -2.3257 0.0 0.4 -3.0 -0.18
C -4.0381 1.0573 -1.8527 -0.7 -0.2 -0.1 -0.65
H -2.2559 2.0810 -2.5751 0.1 0.0 0.0 0.21
H -4.7448 1.4442 -2.5816 0.0 0.2 -0.4 0.21
H -4.1571 1.6434 -0.9380 0.0 0.1 -0.2 0.22
H -4.3445 0.0386 -1.6007 -0.1 0.2 -0.1 0.21
Ga 0.0000 0.0000 0.0000 -1.1 0.1 -0.5 1.91
Cl -2.2976 0.1988 -0.2255 0.8 -0.4 8.2 -0.62
C -1.0809 0.2378 2.7080 0.4 0.3 -0.1 0.57
O -0.2139 -0.3658 2.0553 -0.1 -0.3 -0.1 -0.69
N -1.2309 0.1072 4.0288 0.1 -0.2 -0.1 -0.41
C -0.7009 -1.0378 4.7403 0.3 0.2 0.0 -0.42
C -1.9166 1.1186 4.8033 -0.5 -0.2 -0.1 -0.40
H -1.7786 0.9207 2.2260 0.2 0.3 -0.2 0.20
H -0.1380 -1.6499 4.0462 0.1 -0.1 0.0 0.24
H -1.5120 -1.6268 5.1694 -0.1 0.0 0.0 0.20
H -0.0456 -0.7095 5.5471 0.1 0.0 0.0 0.20
H -2.1129 1.9866 4.1820 0.0 0.1 -0.1 0.22
H -1.3078 1.4290 5.6531 0.1 0.0 -0.1 0.20
H -2.8659 0.7363 5.1800 -0.1 0.0 0.1 0.20
H 4.8139 1.8789 -2.0394 0.1 0.1 -0.1 0.19
H 4.6985 2.2200 0.6621 0.1 0.0 0.0 0.19
C 3.7399 1.7672 -1.8983 0.7 -0.3 -0.2 -0.41
C 3.6450 1.9610 0.5580 -0.6 0.2 -0.2 -0.41
N 3.4641 1.1379 -0.6249 0.1 0.1 0.5 -0.40
H 3.3404 1.1641 -2.7090 -0.1 0.0 0.0 0.23
C 2.8593 -0.0400 -0.5615 -0.7 0.0 -0.3 0.62
O 2.0596 -0.3978 0.3208 0.7 -0.2 0.3 -0.72
H 3.2948 1.4244 1.4305 0.0 -0.1 0.1 0.24
H 3.1452 -0.7272 -1.3689 -0.3 0.2 -0.2 0.13
H 3.2737 2.7522 -1.9283 -0.1 -0.1 0.0 0.22
H 3.0552 2.8680 0.4538 -0.1 0.2 0.1 0.22
H -0.0954 -5.3846 0.5414 0.0 -0.1 0.0 0.20
H 2.1010 -5.5497 -1.0794 0.1 0.0 0.0 0.20
C -0.4633 -4.8489 -0.3343 -0.1 -0.1 0.3 -0.42
C 1.5884 -4.8312 -1.7184 -0.2 0.0 0.0 -0.40
N 0.6057 -4.0946 -0.9530 -0.3 0.3 -0.2 -0.39
H -1.2586 -4.1762 -0.0317 0.0 0.1 0.1 0.25
C 0.6294 -2.7631 -0.8871 -0.3 0.3 0.5 0.58
O -0.1367 -2.0970 -0.1702 0.6 -0.6 0.2 -0.69
H 2.3089 -4.1341 -2.1287 0.2 0.0 -0.1 0.21
H 1.3624 -2.2774 -1.5292 0.2 0.1 0.0 0.17
H -0.8786 -5.5660 -1.0408 0.1 0.0 -0.1 0.20
H 1.1046 -5.3736 -2.5321 0.0 0.0 0.0 0.20
F 0.2130 1.7654 0.1903 0.5 0.8 0.9 -0.80

61
Properties=species:S:1:pos:R:3:forces:R:3:nbo_charge:R:1 method="wB97M-V/def2-TZVPD" e_homo_ev=-9.3 total_charge=+1
C -2.2609 -4.9428 -7.9852 4.1 0.0 -1.2 -0.42
N -1.4903 -4.6212 -6.6880 -0.9 0.6 -1.2 -0.29
C -1.6332 -5.4797 -5.5905 -0.3 2.9 -2.5 0.10
C -1.6058 -4.9933 -4.3364 2.6 4.8 0.1 -0.21
C -1.1083 -3.5252 -4.1984 -0.1 -1.4 -0.7 0.13
C -0.8217 -2.7946 -5.4526 0.9 2.4 7.7 -0.27
C -0.9920 -3.3188 -6.5832 -0.9 -3.7 -6.1 0.09
C -0.7972 -2.9129 -2.8624 0.2 0.4 3.3 0.00
C -1.5132 -3.4442 -1.5549 4.3 4.3 -5.7 -0.19
C -1.2695 -2.7649 -0.4435 1.1 -0.1 3.2 0.09
N -0.1710 -1.9489 -0.2953 -0.7 1.7 -1.0 -0.23
C 0.4227 -1.4080 -1.3607 2.6 1.9 0.8 0.08
C 0.2151 -1.7936 -2.6097 -4.1 -5.2 -4.1 -0.18
C 0.1934 -1.3598 0.9674 -2.3 -0.1 2.5 -0.45
H -2.8700 -5.7678 -7.9137 -1.0 -2.3 1.0 0.23
H -1.4758 -5.2161 -8.8094 -1.6 0.9 1.4 0.25
H -2.9817 -4.2114 -8.2835 0.3 1.3 0.1 0.25
H -1.8276 -6.4536 -5.9213 -0.5 -1.4 0.1 0.24
H -1.6748 -5.6295 -3.5027 -0.2 -0.5 1.0 0.25
H -0.4570 -1.7639 -5.6403 -0.1 -0.5 1.8 0.27
H -0.5969 -2.6274 -7.4026 -1.4 -2.1 0.0 0.27
H -2.1662 -4.1917 -1.5278 -2.8 -2.8 -0.4 0.23
H -1.8701 -3.0274 0.4626 1.0 0.6 -0.6 0.26
H 1.2212 -0.5818 -1.3947 -1.1 -0.9 1.9 0.33
H 0.8484 -1.4633 -3.4275 -0.4 0.3 0.2 0.25
H -0.5058 -0.5475 1.2518 0.1 -0.3 -0.4 0.28
H 1.1521 -0.9662 1.1389 1.5 0.5 -1.1 0.29
H 0.0569 -2.1173 1.7223 -0.2 -0.4 0.3 0.22
Cl 1.6474 1.8281 0.0199 -0.3 -0.7 -0.3 -0.89
C 3.2110 3.1871 3.4296 -2.9 2.7 -5.5 -0.24
O 4.3094 3.9166 3.5837 3.8 1.9 -1.5 -0.52
C 4.1828 5.2289 3.1140 -5.3 -0.2 -2.6 -0.08
C 5.1284 6.0764 3.6941 1.3 2.4 2.4 -0.11
O 4.8608 6.0894 5.1193 0.4 -1.3 -0.3 -0.56
C 6.0049 6.3431 5.9297 0.7 0.3 -0.1 -0.27
H 2.6181 3.6271 4.0952 -4.1 1.1 2.4 0.16
H 3.3523 2.2871 3.6339 1.9 -7.8 2.9 0.17
H 2.6830 2.8636 2.3840 1.2 2.2 1.3 0.18
H 3.1229 5.6709 3.2771 1.1 -1.0 0.3 0.16
H 4.2498 5.3477 1.9974 0.2 -0.7 0.6 0.18
H 5.1006 7.1318 3.2998 0.2 -1.0 0.2 0.18
H 5.9950 5.5428 3.3809 2.0 0.2 0.7 0.19
H 6.9287 5.6605 5.6535 -1.6 1.7 0.1 0.17
H 5.8597 6.0876 7.0533 -0.4 0.8 -2.0 0.20
H 6.0493 7.4634 5.6853 1.5 -1.3 1.3 0.18
C -0.9056 1.9382 2.7579 -8.0 2.6 -6.3 -0.23
O -2.0063 0.9296 2.7914 4.5 -0.2 1.7 -0.57
C -3.0704 1.1604 1.9801 2.6 6.6 2.4 -0.08
C -3.9952 0.1717 2.2417 -4.5 0.2 -8.2 -0.07
O -3.6218 -0.8515 1.2225 -0.5 0.5 0.5 -0.58
C -4.5383 -1.9372 1.3113 4.4 0.5 0.7 -0.23
H -1.3179 2.9702 2.9708 0.1 -1.0 -0.1 0.16
H -0.4558 2.0033 1.7767 0.2 -0.2 -0.3 0.21
H -0.3006 1.7112 3.4137 6.1 -2.5 6.5 0.17
H -2.7197 1.2133 0.9786 -0.4 0.4 -1.3 0.20
H -3.3889 2.2170 2.4339 -0.4 -1.5 -1.8 0.16
H -4.9965 0.7484 1.8735 1.4 -2.2 1.2 0.18
H -3.9786 -0.2326 3.1268 -0.3 -1.9 5.0 0.19
H -5.4321 -1.5595 1.1219 -4.5 1.1 -0.5 0.18
H -4.3327 -2.2913 2.2770 -0.8 -1.2 1.5 0.17
H -4.2647 -2.6704 0.6129 0.3 -1.1 -1.2 0.15

75
Properties=species:S:1:pos:R:3:forces:R:3:mulliken_charge:R:1 method="wB97M-V/def2-TZVPD" e_homo_ev=-11.5 total_charge=+1
O -1.0773 -2.9569 3.0715 0.0 -0.4 -0.3 -0.52
S -0.9537 -2.5419 1.7230 -0.2 0.5 0.5 0.94
O -0.9871 -1.1910 1.3143 0.3 0.2 0.0 -0.39
S -2.8054 -3.2689 0.7371 -0.5 0.0 0.1 0.03
C 0.4181 -3.4520 0.8235 0.0 -0.2 -0.7 0.45
F 0.4359 -2.8954 -0.3919 0.0 0.0 0.2 -0.19
F 0.0405 -4.7262 0.6891 0.1 0.2 0.3 -0.25
C 1.8359 -3.2593 1.4640 0.1 0.2 -0.2 0.71
F 2.7259 -3.4811 0.4829 -0.2 -0.1 0.1 -0.30
F 1.9007 -1.9595 1.8228 -0.1 -0.2 0.0 -0.28
C 2.1954 -4.1667 2.6636 0.0 -0.3 0.4 0.69
F 1.4422 -3.8157 3.7212 0.1 0.1 -0.3 -0.28
F 1.9217 -5.4518 2.3651 0.0 0.3 -0.1 -0.27
C 3.7107 -4.0816 3.0715 0.0 -0.2 0.4 0.63
F 4.4180 -4.9794 2.3999 -0.1 0.3 -0.1 -0.23
F 3.7997 -4.3500 4.3693 0.0 0.0 -0.1 -0.24
F 4.1995 -2.8584 2.8517 -0.1 -0.2 0.0 -0.22
H -2.5444 -2.9438 -0.5520 0.3 0.0 0.0 0.36
H -2.6149 -4.6027 0.6922 0.0 0.0 -0.2 0.34
O -2.0028 -0.8341 -1.2911 0.1 -0.3 0.1 -0.42
C -1.4497 0.1361 -1.7643 0.2 0.2 -0.3 0.70
O -2.2014 1.0526 -2.3629 -0.2 0.0 0.2 -0.34
C -1.6733 2.3184 -2.8214 0.3 0.1 -0.4 -0.34
C -1.0658 2.2029 -4.2013 0.0 -0.2 0.0 -1.30
C 0.0521 0.2796 -1.7580 0.0 0.2 0.3 -0.87
H -0.9829 2.7347 -2.0956 0.0 0.0 0.0 0.36
H -2.5260 2.9900 -2.8653 -0.1 -0.2 0.1 0.38
H -0.2153 1.5206 -4.2140 0.1 0.1 0.0 0.30
H -0.7278 3.1807 -4.5406 0.0 0.0 0.0 0.39
H -1.8013 1.8167 -4.9074 0.0 0.1 0.0 0.33
H 0.4582 -0.2959 -2.5896 0.0 0.0 0.0 0.28
H 0.4279 -0.1337 -0.8249 0.0 -0.1 0.0 0.12
H 0.4021 1.3047 -1.8313 0.0 0.0 -0.1 0.35
O -0.5010 4.9843 -1.7045 -0.1 -0.1 0.0 -0.56
C -1.2021 5.3257 -0.7854 0.1 -0.1 0.2 0.72
O -0.9772 6.5143 -0.2161 0.0 0.1 -0.1 -0.35
C -1.8444 7.0930 0.7696 -0.1 0.0 0.2 -0.43
C -1.5330 6.5950 2.1645 0.1 -0.1 0.0 -0.93
C -2.2644 4.4062 -0.2205 -0.3 0.3 -0.1 -0.72
H -2.8891 6.9403 0.4962 0.0 -0.1 0.0 0.38
H -1.6573 8.1626 0.7066 0.1 0.0 -0.1 0.31
H -1.6899 5.5195 2.2541 -0.1 0.0 0.0 0.26
H -2.1676 7.0960 2.8951 0.0 0.0 0.0 0.35
H -0.4904 6.7954 2.4095 0.0 0.1 0.0 0.30
H -1.7889 3.6984 0.4582 0.0 0.0 0.0 0.23
H -2.7070 3.8683 -1.0491 0.0 -0.1 0.0 0.05
H -3.0724 4.9099 0.3027 0.1 0.0 0.1 0.38
O -5.3267 -3.7099 -0.5731 0.3 -0.2 0.2 -0.60
C -5.5786 -2.9604 -1.4930 -0.2 0.0 -0.5 0.55
O -6.7026 -3.1426 -2.1812 0.1 -0.1 0.5 -0.36
C -7.1631 -2.2160 -3.1767 -0.1 0.2 -0.4 -0.37
C -6.5266 -2.4688 -4.5263 0.1 -0.1 0.1 -0.93
C -4.5826 -1.9017 -1.8847 -0.5 0.1 0.2 -0.63
H -7.0223 -1.1894 -2.8365 0.1 0.0 0.0 0.38
H -8.2362 -2.3836 -3.2339 0.0 -0.1 0.1 0.32
H -5.4454 -2.3296 -4.4946 0.0 0.1 0.0 0.26
H -6.9384 -1.7890 -5.2715 0.0 0.0 0.0 0.35
H -6.7160 -3.4937 -4.8439 -0.1 0.0 0.0 0.31
H -3.8094 -2.3670 -2.4944 0.0 0.0 -0.1 0.26
H -4.1351 -1.5412 -0.9673 0.0 0.1 -0.1 0.14
H -4.9782 -1.0377 -2.4110 0.0 -0.1 -0.1 0.44
O 9.7004 1.2101 3.4353 0.0 0.0 0.0 -0.54
C 8.6247 0.7285 3.2306 -0.1 0.1 -0.1 0.68
O 8.5558 -0.5772 2.8804 0.1 -0.1 0.1 -0.38
C 7.3271 -1.2919 2.7765 -0.2 0.0 -0.1 -0.43
C 6.6692 -1.1037 1.4242 0.1 0.1 -0.1 -0.71
C 7.3588 1.5549 3.2807 -0.1 -0.1 0.3 -0.85
H 6.6590 -1.0334 3.6005 0.0 0.0 0.0 0.37
H 7.6002 -2.3377 2.9119 0.1 0.0 0.0 0.33
H 6.4020 -0.0615 1.2477 0.0 0.0 0.0 0.26
H 5.7653 -1.7072 1.3525 0.0 0.0 0.0 0.12
H 7.3531 -1.4019 0.6301 0.0 -0.1 0.0 0.32
H 7.2504 2.0795 2.3321 0.0 0.0 0.0 0.24
H 7.4698 2.2876 4.0754 0.1 0.1 -0.1 0.30
H 6.4547 0.9845 3.4788 0.0 0.0 -0.1 0.28